79
Properties=species:S:1:pos:R:3:mulliken_charge:R:1 method="wB97M-V/def2-TZVPD" homo_energy_ha=-0.2080 spin_multiplicity=1 e_lumo_ev=-2.04 orbital_gap_ha=0.133 largest_force_ev_per_a=2.29 e_tot_ha=-2327.731272 e_above_lowest_kcal_mol=40.2
F 6.49611 -0.53963 -0.74542 -0.341
C 5.39320 -1.26522 -1.11348 0.462
C 4.69304 -0.86771 -2.24997 -0.688
C 3.48830 -1.48783 -2.51085 -0.133
C 2.98732 -2.53312 -1.67164 0.866
C 1.61005 -2.89098 -1.82419 -1.764
C 0.97619 -4.09009 -1.38711 0.931
C 0.06690 -4.71819 -2.28296 -0.325
C -0.55438 -5.91119 -1.96057 -0.739
C -0.29112 -6.46843 -0.71024 0.482
F -0.92836 -7.63579 -0.37534 -0.352
C 0.56820 -5.88425 0.21442 -1.139
C 1.14964 -4.66190 -0.10329 -0.039
C 3.81315 -2.99001 -0.60699 -0.455
C 4.98458 -2.31137 -0.28693 -0.915
H 5.05807 -0.05984 -2.87769 0.436
H 2.92136 -1.22992 -3.40870 0.363
H 1.05750 -2.35304 -2.60410 0.321
H -0.09478 -4.25327 -3.25913 0.373
H -1.24821 -6.38307 -2.64595 0.439
H 0.74239 -6.35454 1.17718 0.411
H 1.74275 -4.12408 0.63443 0.502
H 3.54128 -3.88666 -0.05345 0.611
H 5.55583 -2.57369 0.59888 0.457
C -4.08421 1.95722 2.13814 -1.893
C -2.63423 2.29188 1.97469 1.045
C -2.42949 3.80022 1.75047 -1.651
C -1.62244 1.67836 3.10361 1.884
C -1.31616 2.63186 4.23565 -1.904
C -2.09514 0.33305 3.62490 -1.730
O -0.40688 1.50779 2.36559 -0.695
B -0.81016 1.89236 1.09940 1.413
C 0.07857 2.58461 0.10699 -0.065
C -0.42608 2.90589 -1.15859 -0.448
C 0.31826 3.74995 -1.95179 0.081
C -0.24442 4.18710 -3.27428 0.634
F -0.40434 5.54924 -3.33110 -0.264
F 0.58811 3.83567 -4.30755 -0.266
F -1.46501 3.62989 -3.53299 -0.274
C 1.56515 4.22202 -1.54680 -0.897
C 2.07802 3.78203 -0.33625 -0.224
C 3.42597 4.23100 0.15568 0.708
F 4.24880 3.14926 0.37437 -0.240
F 4.06063 5.06011 -0.71513 -0.290
F 3.32416 4.89685 1.35647 -0.270
C 1.37238 2.92715 0.48691 -0.444
C 0.00674 -1.10276 0.15573 -0.330
C 0.87781 -0.25290 -0.66017 0.579
C -1.35458 -1.32317 -0.11749 1.755
C -1.96150 -2.32273 0.68825 -0.737
C -3.14381 -2.90082 0.29105 -0.977
C -3.82678 -2.40775 -0.82446 -0.596
C -3.31811 -1.31257 -1.53487 -0.748
C -2.10236 -0.75357 -1.19169 -0.297
O -2.15543 1.66092 0.78656 -0.701
H -4.42741 2.42315 3.06700 0.345
H -4.62554 2.38874 1.29159 0.508
H -4.25287 0.87659 2.16744 0.361
H -2.89807 4.36647 2.55249 0.390
H -1.36737 4.08529 1.67674 0.169
H -2.88001 4.06137 0.78578 0.468
H -2.23717 2.85342 4.77537 0.347
H -0.60550 2.15238 4.91254 0.456
H -0.87709 3.56579 3.86800 0.343
H -2.98205 0.48826 4.25136 0.344
H -2.32911 -0.36127 2.80724 0.183
H -1.29984 -0.09978 4.23968 0.498
H -1.41021 2.56899 -1.47085 0.874
H 2.12675 4.90898 -2.16580 0.583
H 1.78303 2.59882 1.43830 0.560
H 0.23134 -1.00416 1.22966 0.440
H 1.66291 0.28745 -0.11000 0.262
H 1.33220 -1.07777 -1.18797 -1.323
H 0.43776 0.38439 -1.43491 0.074
H -1.42252 -2.65464 1.57531 0.570
H -3.52490 -3.75903 0.83030 0.477
H -4.72546 -2.89931 -1.17981 0.429
H -3.86583 -0.89888 -2.37599 0.451
H -1.71548 0.13044 -1.70168 0.269

81
Properties=species:S:1:pos:R:3:mulliken_charge:R:1 method="wB97M-V/def2-TZVPD" homo_energy_ha="-0.4315 / -0.4597" charge=+3 spin_multiplicity=6 e_lumo_ev="-8.27 / -11.26" orbital_gap_ha="0.128 / 0.046" s_squared=8.85 largest_force_ev_per_a=5.79 e_tot_ha=-5037.796155 e_above_lowest_kcal_mol=169.6
Ir -1.13764 -3.24429 3.72079 1.222
C -1.30315 -2.61717 -0.18351 -1.845
C -0.81560 -3.21072 1.05680 1.231
N -1.92050 -3.45200 1.95957 0.941
N -3.20878 -3.51277 1.63407 -1.157
C -4.02591 -3.41487 2.68394 0.559
N -5.33099 -3.51169 2.41936 -0.371
S -3.37959 -3.09371 4.28557 -0.497
C 0.61169 -5.15273 2.00583 0.202
C 1.49568 -6.20277 1.79695 -0.638
C 2.08241 -6.90055 2.88718 -0.535
C 1.64888 -6.61227 4.13567 -0.802
C 0.67605 -5.65417 4.32010 -0.166
N 0.18149 -4.92545 3.26517 -0.186
H -2.08945 -1.77289 0.00633 0.377
H -1.81668 -3.36456 -0.80015 0.336
H -0.50989 -2.25962 -0.76138 0.558
H -5.72334 -3.49500 1.52817 0.213
H -6.03992 -3.50062 3.13864 0.211
H 1.89555 -6.45230 0.77461 0.243
H 2.73866 -7.70720 2.65147 0.455
H 1.99336 -7.15075 4.98917 0.426
H 0.38483 -5.40892 5.33528 0.514
C 4.95275 6.40177 -6.35562 -0.747
O 3.58647 6.50975 -6.36297 -0.408
C 2.63681 5.46089 -6.61441 1.019
C 3.12455 4.20166 -6.99756 -0.693
C 2.12656 3.22068 -7.02132 -0.170
Br 2.41088 1.38242 -7.23518 -0.011
C 0.72542 3.58137 -6.90983 -0.487
C 0.30220 4.87785 -6.53294 -0.118
C 1.32545 5.83641 -6.28651 0.527
O 1.06840 6.98298 -5.74010 -0.492
C -1.14808 5.02894 -6.37502 0.460
N -2.04019 4.21944 -6.84690 -0.539
C -3.27773 4.84545 -6.37644 0.690
C -4.44891 4.16064 -6.55704 -0.549
C -5.52941 5.09908 -5.95594 -0.386
C -5.15633 6.40263 -5.34300 -0.339
C -3.94282 6.82756 -5.13448 -0.754
C -2.87288 6.09193 -5.69264 0.496
N -1.56346 6.16307 -5.70211 0.071
H 5.23226 7.14394 -5.67000 0.348
H 5.46254 6.67875 -7.31483 0.344
H 5.59195 5.44943 -6.34096 0.328
H 4.12933 4.09682 -7.16020 0.573
H 0.02626 2.67928 -7.16359 0.426
H 1.93687 7.43327 -5.49816 0.450
H -4.65039 3.10096 -6.96885 0.407
H -6.52873 4.84178 -5.67856 0.425
H -6.01377 6.94289 -4.86675 0.371
H -3.81881 7.58417 -4.41443 0.441
H -1.04979 6.98279 -5.63098 0.318
C 1.77083 -3.14920 -0.30922 -0.538
C 1.09607 -4.27102 -0.24471 -0.743
C 0.00966 -4.52028 0.78347 0.347
N -0.07994 -2.32298 1.90561 -0.785
C 1.02916 -1.80899 1.73265 -0.149
C 1.89136 -1.99686 0.61445 -0.669
H 2.47057 -3.14125 -1.10805 0.479
H 1.45569 -5.05896 -0.94109 0.489
H -0.65929 -5.33993 0.36564 0.531
H 1.34606 -1.18917 2.42456 0.692
H 2.76337 -1.34171 0.77370 0.359
C -0.97356 -0.48932 5.80115 -1.040
C -0.13615 -1.66053 6.30027 0.526
O -0.27840 -2.63900 5.65777 -0.904
C 0.86707 -1.66339 7.47958 0.507
C 1.70813 -2.85098 7.67650 -0.290
C 2.77768 -2.72912 8.55061 -0.404
C 3.09201 -1.43266 9.13312 -0.438
C 2.00313 -0.45850 9.21285 -0.600
C 1.07326 -0.58529 8.20281 -0.013
H -0.24109 -0.20635 4.94456 0.251
H -1.24348 0.35928 6.33327 0.538
H -1.87549 -0.91549 5.35549 0.120
H 1.29427 -3.60332 7.00682 0.328
H 3.43439 -3.61806 8.74477 0.347
H 4.15681 -1.43228 9.53972 0.314
H 1.94594 0.21328 10.07182 0.391
H 0.29739 0.24053 7.88954 0.066

76
Properties=species:S:1:pos:R:3:mulliken_charge:R:1 method="wB97M-V/def2-TZVPD" homo_energy_ha="-0.5719 / -0.5719" charge=+3 spin_multiplicity=2 e_lumo_ev="-9.68 / -9.57" orbital_gap_ha="0.216 / 0.220" s_squared=0.75 largest_force_ev_per_a=1.19 e_tot_ha=-2861.532889 e_above_lowest_kcal_mol=15.5
Ce 0.24958 -0.24430 0.27445 1.017
C 2.44358 -1.72194 -1.68157 -0.976
C 3.07708 -2.11570 -0.34425 0.032
C 2.15412 -2.98475 0.50868 -1.232
C 3.56115 -0.90288 0.46823 -0.272
C 4.95267 -0.41328 0.07360 -0.715
O 4.76254 0.99428 -0.17627 -0.423
C 3.49523 1.31167 -0.04436 0.589
N 2.69918 0.31994 0.29180 0.200
C 3.23452 2.74713 -0.28082 0.217
C 4.37964 3.54591 -0.41062 -1.023
C 4.29135 4.91498 -0.58971 -0.839
C 3.04842 5.51846 -0.64762 -0.844
C 1.90515 4.74061 -0.53471 -0.722
C 1.97408 3.36610 -0.34963 1.006
P 0.36292 2.53972 -0.15507 1.329
C -0.20322 3.08492 1.48650 0.837
C -0.67783 4.37220 1.72793 -0.053
C -0.98749 4.76644 3.02170 -0.876
C -0.83130 3.88516 4.08655 -0.625
C -0.37297 2.59600 3.86347 -1.025
C -0.06455 2.21029 2.56853 0.069
C -0.72725 3.27164 -1.40145 0.533
C -0.23738 3.53442 -2.68300 -0.594
C -1.08954 4.02953 -3.65899 -0.734
C -2.42841 4.25529 -3.36606 -0.596
C -2.92313 3.97866 -2.09779 -0.934
C -2.07928 3.47892 -1.11589 -0.487
H 2.35519 -2.59042 -2.33178 0.496
H 3.02202 -0.96208 -2.20576 0.362
H 1.41726 -1.33578 -1.57448 -0.073
H 3.95909 -2.71265 -0.58168 0.646
H 1.43196 -2.36649 1.05905 0.077
H 2.71154 -3.51945 1.27765 0.438
H 1.60716 -3.71595 -0.08509 0.446
H 3.55314 -1.17383 1.52447 0.569
H 5.33377 -0.86658 -0.83926 0.404
H 5.69066 -0.51969 0.86274 0.355
H 5.35645 3.09128 -0.35940 0.538
H 5.19504 5.50232 -0.68073 0.459
H 2.96178 6.58911 -0.78268 0.493
H 0.93978 5.22466 -0.60648 0.296
H -0.81130 5.07111 0.91175 0.397
H -1.34880 5.77101 3.20086 0.467
H -1.06851 4.20302 5.09383 0.447
H -0.25605 1.90798 4.69083 0.487
H 0.31595 1.20118 2.43076 -0.013
H 0.80966 3.37752 -2.91551 0.442
H -0.70503 4.24921 -4.64672 0.456
H -3.08669 4.65599 -4.12648 0.447
H -3.96400 4.17060 -1.87006 0.466
H -2.46499 3.29064 -0.12162 0.584
N -3.49127 0.41512 0.36483 0.047
C -2.35592 0.26448 0.42290 -0.139
H -4.49055 0.55645 0.33664 0.309
S -2.18309 -6.89357 0.07119 -0.067
C -1.73721 -5.17219 0.07870 -0.023
C -1.61704 -4.46635 1.27848 -0.680
C -1.25254 -3.13946 1.24118 -0.176
N -0.99629 -2.48208 0.09677 -0.045
C -1.14572 -3.15134 -1.05848 -0.293
C -1.51622 -4.47748 -1.11042 -0.658
C -0.51681 -7.52179 -0.12844 0.341
C -0.01638 -7.77270 -1.39532 -0.123
C 1.27556 -8.27914 -1.48892 -0.472
N 2.04259 -8.53147 -0.42904 -0.521
C 1.53097 -8.30714 0.78092 -0.485
C 0.25231 -7.80198 0.98910 -0.191
H -1.81101 -4.95528 2.22421 0.515
H -1.16588 -2.57532 2.16705 0.498
H -0.96289 -2.60185 -1.97578 0.493
H -1.62928 -4.97397 -2.06534 0.460
H -0.61063 -7.60166 -2.28353 0.438
H 1.70670 -8.49878 -2.45973 0.396
H 2.16678 -8.54913 1.62568 0.400
H -0.12910 -7.65341 1.99090 0.428